No. 1
CH2INO2S | ωB97M-V/def2-TZVPD

Element x y z (Å)
C1 0.26957 0.33263 -0.61293
N1 -1.41976 -1.46800 0.27851
O1 -2.59804 -1.45904 0.57389
O2 -0.51912 -2.29887 0.40486
S1 1.29863 -0.95288 -0.95499
I1 2.67462 -1.42890 0.95458
H1 -0.10719 1.07302 -1.42411
H2 0.11033 0.82709 0.40365

Output
Spin multiplicity: 1
Net charge: 0
Frontier orbital gap (alpha / beta) (Ha): 0.29708 / 0.23493
Max |F| (Eh/bohr): 0.056
HOMO (alpha / beta) (eV): -9.49 / -7.95

***

No. 2
C23H28N6O3 | ωB97M-V/def2-TZVPD

Element x y z (Å)
C1 -5.13257 -3.84712 0.33613
O1 -4.96494 -2.54335 0.84125
C2 -4.23822 -1.65234 0.11904
C3 -4.10950 -0.37766 0.67562
C4 -3.38267 0.59892 0.03011
C5 -2.77137 0.33325 -1.19008
C6 -1.94446 1.37951 -1.89160
N1 -0.63829 0.87275 -2.21123
N2 -0.17867 0.80421 -3.46391
N3 0.97674 0.29249 -3.42070
N4 1.33113 0.00323 -2.17420
C7 0.33100 0.36994 -1.40499
C8 0.18667 0.23582 0.07779
C9 -0.02421 1.57230 0.76534
C10 -0.70672 1.57888 1.97125
C11 -0.92213 2.75289 2.67122
C12 -0.44736 3.94488 2.15769
C13 0.24230 3.96342 0.95818
C14 0.46473 2.78410 0.25400
O2 1.13126 2.72728 -0.93470
C15 1.67864 3.90268 -1.48097
N5 1.25617 -0.49489 0.73570
C16 2.56944 0.10499 0.56266
C17 3.58376 -0.59922 1.46190
C18 3.62881 -2.10601 1.21250
C19 4.22746 -2.58915 -0.10972
N6 4.89050 -1.68576 -0.86563
O3 4.16871 -3.75777 -0.42894
C20 2.20394 -2.65656 1.32551
C21 1.28170 -1.90286 0.37414
C22 -2.90773 -0.93078 -1.74577
C23 -3.62957 -1.92092 -1.10327
H1 -4.17284 -4.36117 0.22332
H2 -5.65860 -3.84119 -0.62372
H3 -5.73679 -4.37227 1.07399
H4 -4.58746 -0.18166 1.62196
H5 -3.28291 1.57648 0.47865
H6 -1.84625 2.26992 -1.26203
H7 -2.39761 1.66409 -2.84658
H8 -0.72939 -0.35154 0.24569
H9 -1.06991 0.64042 2.36118
H10 -1.45739 2.73577 3.60774
H11 -0.60902 4.87140 2.68789
H12 0.60909 4.90299 0.57659
H13 2.16534 3.58995 -2.40369
H14 0.90209 4.63850 -1.71382
H15 2.42001 4.34930 -0.81131
H16 2.50236 1.15549 0.85666
H17 2.87479 0.06043 -0.49261
H18 3.27505 -0.44714 2.49893
H19 4.57004 -0.14510 1.34407
H20 4.24701 -2.57619 1.98763
H21 4.82071 -0.69743 -0.70900
H22 5.22163 -1.99645 -1.76503
H23 2.20430 -3.71660 1.07116
H24 1.84221 -2.53302 2.34730
H25 0.26502 -2.29765 0.46249
H26 1.62175 -2.05075 -0.66299
H27 -2.43892 -1.15162 -2.69419
H28 -3.70885 -2.89213 -1.56457

Output
Spin multiplicity: 1
Net charge: 0
Frontier orbital gap (Ha): 0.33916
Structure (SMILES): COc1ccc(Cn2nnnc2[C@H](c2ccccc2OC)N2CCC(C(N)=O)CC2)cc1
Max |F| (Eh/bohr): 0.027
HOMO (eV): -8.66

***

No. 3
C2H6N2S | ωB97M-V/def2-TZVPD

Element x y z (Å)
H1 1.69665 -2.09798 0.51377
N1 1.88087 -1.14668 0.20867
C1 0.88925 -0.42837 -0.11619
N2 1.26112 0.93052 -0.28044
S1 -0.74754 -1.06597 -0.49513
C2 -1.82172 0.20518 0.26546
H2 2.25525 0.87234 -0.48167
H3 0.69203 1.48297 -0.92628
H4 -1.82878 1.19420 -0.24944
H5 -2.78791 -0.26970 0.29942
H6 -1.48923 0.32350 1.26181

Output
Spin multiplicity: 1
Net charge: 0
Frontier orbital gap (Ha): 0.36463
Structure (SMILES): [H]/N=C(/N)SC
Max |F| (Eh/bohr): 0.031
HOMO (eV): -9.18

***

No. 4
C55H46MoN4O7P2S2Si | ωB97M-V/def2-TZVPD

Element x y z (Å)
Mo1 0.44305 0.78589 0.37779
C1 -2.58368 2.64858 2.17431
Si1 -1.60696 1.05493 1.73541
C2 -1.16354 0.30987 3.45641
C3 -1.78865 0.67704 4.65316
C4 -1.62525 -0.06065 5.81599
C5 -0.86823 -1.22618 5.79309
C6 -0.21974 -1.59819 4.62597
C7 -0.30849 -0.80175 3.48249
P1 0.56669 -1.17411 1.91152
C8 2.24160 -1.78184 2.37720
C9 3.07530 -2.17675 1.32915
C10 4.34692 -2.67200 1.57335
C11 4.84293 -2.71002 2.86651
C12 4.06283 -2.23380 3.90809
C13 2.77184 -1.77914 3.66847
C14 -0.29478 -2.71738 1.37637
C15 0.27730 -3.61387 0.46991
C16 -0.40492 -4.75451 0.06930
C17 -1.67892 -5.01394 0.55269
C18 -2.26686 -4.12190 1.43463
C19 -1.58032 -2.98663 1.84587
C20 -3.06452 -0.11986 1.27615
C21 -4.02235 -0.38542 2.26096
C22 -5.11472 -1.20834 2.04101
C23 -5.29153 -1.78899 0.79513
C24 -4.36656 -1.54740 -0.20523
C25 -3.24910 -0.73652 0.03140
P2 -2.19480 -0.42180 -1.41394
C26 -2.68847 -1.68026 -2.60169
C27 -3.39784 -1.39977 -3.76035
C28 -3.78369 -2.43887 -4.59950
C29 -3.47109 -3.74802 -4.27239
C30 -2.77210 -4.02946 -3.10248
C31 -2.38037 -3.00049 -2.27015
C32 -2.71656 1.17654 -2.07177
C33 -3.66319 1.94359 -1.39466
C34 -4.07766 3.16053 -1.92002
C35 -3.55674 3.61348 -3.12296
C36 -2.61990 2.84793 -3.80627
C37 -2.20106 1.63386 -3.28567
H1 -3.49314 2.43557 2.74755
H2 -2.91397 3.16358 1.26278
H3 -1.99135 3.35746 2.76510
H4 -2.43714 1.54898 4.67433
H5 -2.11796 0.24798 6.73114
H6 -0.78193 -1.84141 6.68097
H7 0.34512 -2.52124 4.60537
H8 2.74869 -2.05450 0.30612
H9 4.96758 -2.98808 0.74439
H10 5.84599 -3.07588 3.05287
H11 4.45276 -2.21997 4.91953
H12 2.19625 -1.40249 4.49851
H13 1.26516 -3.44379 0.07778
H14 0.06568 -5.43964 -0.62561
H15 -2.21008 -5.90542 0.24146
H16 -3.26391 -4.30735 1.81657
H17 -2.05299 -2.31614 2.54570
H18 -3.90195 0.06151 3.24234
H19 -5.82910 -1.38931 2.83592
H20 -6.14457 -2.42570 0.59495
H21 -4.52785 -2.00109 -1.17067
H22 -3.65839 -0.38162 -4.01574
H23 -4.32905 -2.21917 -5.50836
H24 -3.77134 -4.55525 -4.92929
H25 -2.52522 -5.05201 -2.84448
H26 -1.82696 -3.21783 -1.36268
H27 -4.08357 1.59369 -0.46159
H28 -4.81480 3.74870 -1.38764
H29 -3.87665 4.56409 -3.53286
H30 -2.20749 3.20329 -4.74329
H31 -1.46789 1.04293 -3.82152
O1 1.68223 4.26645 -4.83540
C38 0.74746 4.71149 -4.01815
O2 0.13916 5.73054 -4.23970
C39 0.45262 3.92518 -2.78691
C40 -0.32576 4.46202 -1.78564
N1 -0.46223 3.52147 -0.85004
N2 0.17936 2.38622 -1.15956
C41 0.73246 2.60408 -2.35331
C42 1.35724 1.52943 -3.18762
O3 2.20372 1.79989 -4.00975
O4 0.70601 0.36789 -3.21765
H32 2.04120 3.39729 -4.53466
H33 -0.78821 5.43298 -1.71611
H34 -1.02767 3.51067 -0.01551
O5 0.08408 -1.97353 -3.13694
S1 0.58612 -1.04679 -2.15207
N3 -0.57945 -0.54032 -1.11993
O6 9.06152 -0.76803 1.21700
C43 8.18497 -1.45382 0.44118
O7 8.48944 -2.53359 0.01684
C44 6.87206 -0.80184 0.18303
C45 6.15110 -1.19613 -0.94373
C46 4.90466 -0.66144 -1.20290
C47 4.32402 0.27475 -0.33533
S2 2.76438 0.96820 -0.72440
C48 5.06348 0.68187 0.77767
C49 6.31504 0.14956 1.03395
H35 8.73372 0.12599 1.36295
H36 6.58562 -1.93454 -1.60668
H37 4.35422 -0.96308 -2.08622
H38 4.65910 1.43546 1.43946
H39 6.83021 0.46221 1.93765
C50 2.85723 4.13809 5.50862
C51 2.31678 3.42716 4.30450
C52 2.82668 2.20159 3.89262
C53 2.31886 1.58872 2.76486
N4 1.31849 2.10087 2.03752
C54 0.84171 3.28920 2.41939
C55 1.30502 3.97541 3.52465
H40 3.15238 3.43064 6.28298
H41 2.12229 4.82647 5.92480
H42 3.74193 4.71769 5.23569
H43 3.62222 1.71094 4.44136
H44 2.72839 0.65285 2.41427
H45 0.04745 3.70400 1.81857
H46 0.86594 4.93281 3.77618

Output
Spin multiplicity: 3
Net charge: 0
Frontier orbital gap (alpha / beta) (Ha): 0.25165 / 0.22866
Max |F| (Eh/bohr): 0.010
HOMO (alpha / beta) (eV): -6.98 / -6.49

***

Which value of net charge does entry 2 give? 0